The following is a quantum chemistry calculation of a molecular structure, C4H6O2, from OMol25.

The geometry in XYZ format:
```
12
Properties=species:S:1:pos:R:3:forces:R:3:lowdin_charge:R:1
O -0.2176 -1.2020 1.5304 -0.1382 0.1014 0.1251 -0.03
C 0.6493 -1.0611 0.4915 0.0941 0.1297 -0.0131 -0.16
C -0.3066 -0.5780 -1.0405 -0.1861 0.0980 -0.2209 -0.05
C 0.6330 0.2775 -0.2453 0.1110 0.1248 -0.0440 -0.29
C 0.0273 1.4848 0.3896 0.1494 0.2334 0.0251 -0.24
O 0.5569 2.5677 0.4251 -0.2357 -0.4375 -0.0198 0.07
H -0.7008 -0.3961 1.7633 0.0673 -0.1227 -0.0378 0.08
H 0.1827 -1.7105 -0.5120 -0.0073 -0.1253 -0.0545 0.12
H -0.0422 -0.7774 -2.0771 -0.0132 0.0053 0.1805 0.11
H -1.3701 -0.4771 -0.8297 0.1832 -0.0127 0.0099 0.11
H 1.5753 0.5256 -0.7304 -0.1325 -0.0557 0.0795 0.15
H -0.9870 1.3468 0.8351 0.1081 0.0613 -0.0299 0.13
```
Positions in Å, forces in eV/Å.

M: 86.090 Da
HOMO level: -8.771 eV
multiplicity: 1
LUMO: 0.61 eV
frontier orbital gap: 0.345 hartree
relative energy (zero: lowest compared OMol25 entry of this formula, charge and spin): 104.8 kcal per mole